Record 1
Below is a molecular structure, C2H4NNiS at a distorted geometry, with properties calculated with ωB97M-V/def2-TZVPD.

Calculated values
- HOMO energy (spin up / spin down): -0.47326 / -0.52747 Ha
- LUMO level (spin up / spin down): -5.8 / -5.8 eV
- <S²>: 2.009
- E_tot: -2039.42805 hartree

ORCA input file:
```
! RIJCOSX wB97M-V def2-TZVPD def2/J DEFGRID3
* xyz 1 3
C 0.117 0.504 -0.873
C 0.262 -0.666 -0.182
N -0.504 -1.021 0.883
S -0.181 -0.494 2.378
H 0.424 0.612 -1.906
H -0.193 1.388 -0.306
H 1.055 -1.361 -0.465
H 0.925 0.259 2.181
Ni -1.905 0.779 -1.711
*
```

Mulliken population analysis, charges in e, atoms 1 to 6:
1. C -0.8833
2. C 0.1564
3. N -0.2207
4. S 0.0966
5. H 0.4261
6. H 0.2355

=====

Record 2
Below is a gas-phase ion, C7H11N2S (charge +1) at a distorted geometry, with properties calculated with ωB97M-V/def2-TZVPD.

Calculated values
- HOMO energy: -0.46851 Ha
- LUMO level: -3.5 eV
- ΔE to the lowest compared entry with this formula, charge and spin: 50.7 kcal/mol
- SMILES string: CC1=N[C@]2(C)SC=C[N@@H+]2C1
- E_tot: -780.69917 hartree

ORCA input file:
```
! RIJCOSX wB97M-V def2-TZVPD def2/J DEFGRID3
* xyz 1 1
C -2.157 1.055 -1.427
C -1.026 0.641 -0.625
N -0.108 1.445 -0.173
C 0.904 0.815 0.437
C 1.164 1.339 1.821
S 2.502 0.908 -0.816
C 2.503 -0.787 -1.049
C 1.676 -1.579 -0.356
N 0.584 -0.875 0.393
C -0.748 -0.862 -0.318
H -2.972 0.678 -0.903
H -1.926 0.454 -2.318
H -1.947 2.063 -1.554
H 2.023 0.913 2.320
H 0.257 1.050 2.337
H 1.357 2.340 1.771
H 3.174 -1.194 -1.647
H 1.681 -2.710 -0.533
H 0.500 -1.297 1.346
H -1.551 -1.422 0.325
H -0.637 -1.301 -1.268
*
```

Mulliken population analysis, charges in e, atoms 1 to 6:
1. C -1.1520
2. C 0.6289
3. N -0.4080
4. C 0.3432
5. C -1.1983
6. S -0.0558

=====

Record 3
Below is 2 unconnected molecules or ions with the total composition C6H17N3P at a distorted geometry, with properties calculated with ωB97M-V/def2-TZVPD.

Calculated values
- HOMO energy: -0.41648 Ha
- LUMO level: -3.2 eV
- ΔE to the lowest compared entry with this formula, charge and spin: 24.6 kcal/mol
- E_tot: -744.06294 hartree

ORCA input file:
```
! RIJCOSX wB97M-V def2-TZVPD def2/J DEFGRID3
* xyz 1 1
C -1.015 -2.083 0.243
C -0.088 -1.862 -0.928
C -1.355 -0.879 0.944
C 0.498 0.342 0.191
C 2.742 1.521 -0.336
C 1.666 1.127 0.624
N -0.308 -0.005 1.334
N -2.344 0.256 -0.500
N 1.021 -0.940 -0.439
P -2.507 1.805 0.084
H -1.819 -2.481 -0.192
H -0.441 -2.848 0.828
H 0.447 -2.726 -1.316
H -0.474 -1.471 -1.851
H -2.168 -0.922 1.636
H -0.169 0.774 -0.694
H 2.411 2.202 -1.182
H 3.273 0.613 -0.643
H 3.477 2.289 0.208
H 1.365 2.089 1.112
H 2.003 0.554 1.589
H -0.721 0.767 1.742
H -3.146 -0.361 -0.529
H 1.615 -1.496 0.218
H 1.799 -0.758 -1.026
H -1.813 2.444 -1.057
H -3.946 2.049 -0.059
*
```

Mulliken population analysis, charges in e, atoms 1 to 6:
1. C -0.8082
2. C -0.6693
3. C -0.0648
4. C 0.0724
5. C -1.1631
6. C -0.7846

=====

Record 4
Below is a gas-phase ion, C22H32N3O2 (charge +1) at a distorted geometry, with properties calculated with ωB97M-V/def2-TZVPD.

Calculated values
- HOMO energy: -0.36439 Ha
- LUMO level: -2.7 eV
- ΔE to the lowest compared entry with this formula, charge and spin: 318.8 kcal/mol
- SMILES string: CCCCNC(=O)CN1CC[NH+](Cc2ccc3cc(OC)ccc3c2)CC1
- E_tot: -1171.56765 hartree

ORCA input file:
```
! RIJCOSX wB97M-V def2-TZVPD def2/J DEFGRID3
* xyz 1 1
C 8.284 -0.839 0.101
C 7.133 -1.467 -0.595
C 6.049 -1.669 0.413
C 5.408 -0.559 1.143
N 4.764 0.243 0.104
C 3.378 0.542 0.221
O 2.532 -0.067 1.074
C 3.002 1.678 -1.018
N 1.574 1.981 -1.146
C 0.955 2.541 0.033
C -0.323 1.922 0.545
N -0.004 0.403 0.253
C -0.742 -0.595 1.282
C -2.205 -0.688 0.662
C -2.557 -1.690 -0.105
C -3.978 -1.742 -0.459
C -4.813 -0.637 -0.092
C -6.192 -1.032 -0.451
C -7.028 0.062 0.070
O -8.449 -0.043 -0.233
C -8.993 -0.920 -1.115
C -6.680 1.180 0.777
C -5.439 1.123 1.580
C -4.427 0.287 0.939
C -3.189 0.299 1.427
C 0.155 0.047 -1.042
C 0.780 1.106 -1.993
H 8.020 0.094 0.344
H 8.531 -1.458 0.876
H 9.038 -0.657 -0.718
H 6.703 -0.871 -1.257
H 7.294 -2.302 -0.862
H 6.479 -2.378 1.094
H 5.125 -2.349 0.043
H 6.184 0.029 1.656
H 4.610 -0.782 1.834
H 5.229 0.961 -0.332
H 3.534 1.168 -1.824
H 3.570 2.685 -0.761
H 0.686 3.496 -0.299
H 1.694 2.655 0.908
H -0.509 1.780 1.607
H -1.278 1.990 -0.113
H 1.155 0.041 0.566
H -0.758 -0.266 2.449
H -0.358 -1.673 1.081
H -1.871 -2.259 -0.612
H -4.251 -2.482 -1.403
H -6.467 -1.559 -1.143
H -9.981 -0.428 -1.145
H -8.480 -0.745 -2.282
H -8.826 -1.858 -0.491
H -7.437 1.732 1.428
H -5.172 1.942 2.221
H -2.689 0.858 2.168
H -0.921 -0.264 -1.355
H 0.809 -0.857 -1.250
H -0.064 1.729 -2.160
H 1.405 0.561 -2.646
*
```

Mulliken population analysis, charges in e, atoms 1 to 6:
1. C -1.1969
2. C -0.9512
3. C -0.6500
4. C -0.8484
5. N 0.0092
6. C 0.5611